Record 1
Computed, not measured: 2 unconnected molecules or ions with the total composition C14H10O4, with ωB97M-V with the def2-TZVPD basis set.

```
28
Properties=species:S:1:pos:R:3:forces:R:3
C 7.478734 -0.550838 0.000000 -0.041 -0.552 0.000
C 6.499586 -1.557042 0.000000 -0.256 1.863 0.000
C 5.175225 -1.122059 0.000000 -0.833 -0.591 0.000
C 4.811662 0.229505 0.000000 1.323 -0.212 0.000
C 5.807860 1.220401 0.000000 0.032 -0.214 0.000
C 7.152679 0.813932 0.000000 -0.581 -1.070 0.000
C 3.113732 0.514626 0.000000 0.046 -1.165 0.000
O 3.058460 1.740195 0.000000 -0.113 -0.124 0.000
O 2.452667 -0.502407 0.000000 0.670 1.294 0.000
O -2.448765 0.485506 0.000000 -0.899 -1.304 0.000
C -3.127596 -0.526849 0.000000 0.240 1.907 0.000
O -3.061591 -1.741466 0.000000 0.034 -0.619 0.000
C -4.812222 -0.228473 0.000000 -1.443 0.329 0.000
C -5.177293 1.128427 0.000000 1.160 0.087 0.000
C -6.497112 1.550841 0.000000 0.027 -1.343 0.000
C -7.477701 0.553035 0.000000 0.191 0.230 0.000
C -7.150421 -0.814088 0.000000 0.438 1.310 0.000
C -5.813486 -1.220094 0.000000 0.388 0.182 0.000
H 8.508748 -0.883651 0.000000 0.148 0.305 0.000
H 6.690174 -2.625548 0.000000 0.246 0.269 0.000
H 4.426487 -1.911522 0.000000 -0.185 0.482 0.000
H 5.620435 2.293185 0.000000 -0.357 -0.391 0.000
H 7.951685 1.541806 0.000000 -0.098 0.103 0.000
H -4.424686 1.910649 0.000000 0.204 -0.392 0.000
H -6.688117 2.622928 0.000000 -0.247 -0.375 0.000
H -8.502550 0.882012 0.000000 -0.339 -0.223 0.000
H -7.944430 -1.538614 0.000000 -0.075 -0.239 0.000
H -5.619894 -2.293817 0.000000 0.319 0.452 0.000
```
Forces are in eV/Å.

Values from the calculation:
- E_tot: -22865.49857 eV
- Kohn-Sham gap (spin up / spin down): 6.797 / 6.872 eV
- Net charge: 0
- Energy above the lowest of the compared OMol25 structures with the same formula, charge and spin: 57.1 kcal per mole
- 2S+1: 1

=====

Record 2
Computed, not measured: a molecular structure, C14H11BF2N5Pd, with ωB97M-V with the def2-TZVPD basis set.

```
34
Properties=species:S:1:pos:R:3:forces:R:3
Pd -0.144971 -0.296358 1.559450 -0.271 0.451 -0.256
N -2.023891 -2.300917 -1.739880 -0.023 0.009 -0.049
C -1.680949 -1.926359 -0.516815 -0.055 0.012 0.045
N -0.829296 -0.973759 -0.251242 0.041 0.179 -0.130
C -0.201618 -0.280336 -1.318763 -0.095 -0.169 -0.268
N 0.716415 0.621730 -1.153570 -0.007 -0.035 0.565
N 0.973032 0.777386 0.191008 0.122 -0.471 -0.287
C 1.732852 1.660186 0.686749 0.137 0.184 0.300
C 1.805725 1.668694 2.173903 0.015 -0.065 -0.361
C 2.659582 2.519672 2.833979 0.119 0.065 0.130
C 2.749781 2.450074 4.222269 0.068 0.076 -0.080
C 1.977484 1.531134 4.894873 -0.082 -0.090 0.035
C 1.104161 0.724639 4.171278 -0.028 0.097 0.014
N 1.007197 0.791830 2.848045 0.093 0.157 0.105
C -0.619361 -0.615525 -2.678260 0.033 0.058 0.066
C -0.126033 0.067828 -3.796409 0.021 -0.002 0.049
C -0.538520 -0.289296 -5.058995 -0.030 -0.028 -0.026
C -1.448529 -1.337002 -5.232472 0.031 0.037 -0.049
C -1.948466 -2.020025 -4.146443 -0.004 -0.011 0.055
C -1.530386 -1.648250 -2.871963 -0.047 -0.058 -0.043
H -2.698008 -3.042791 -1.850458 -0.001 -0.009 0.004
H -2.153391 -2.437771 0.310308 0.006 0.006 0.013
H 2.307769 2.364923 0.089991 -0.098 0.045 0.022
H 3.255231 3.222377 2.267384 0.019 -0.019 0.018
H 3.422254 3.104698 4.759806 -0.002 0.001 -0.012
H 2.024708 1.433534 5.969800 -0.024 -0.002 -0.008
H 0.443257 0.026162 4.661001 0.013 -0.010 0.022
H 0.578456 0.872183 -3.641600 -0.004 -0.004 -0.008
H -0.159216 0.242179 -5.920491 -0.001 -0.012 -0.001
H -1.767590 -1.615721 -6.227887 0.009 0.013 0.010
H -2.656543 -2.829209 -4.276107 0.007 0.008 0.012
F -1.805887 -0.300999 4.003164 -0.015 -0.048 -0.043
B -1.679508 -0.749438 2.755144 0.030 -0.398 0.059
F -2.745741 -1.415472 2.283202 0.024 0.030 0.094
```
Forces are in eV/Å.

Values from the calculation:
- E_tot: -31736.04974 eV
- Kohn-Sham gap: 7.700 eV
- Net charge: +1
- Energy above the lowest of the compared OMol25 structures with the same formula, charge and spin: 0.0 kcal per mole
- 2S+1: 1

=====

Record 3
Computed, not measured: a molecular structure, C14H11Br4Cl2N2NaO3, with ωB97M-V with the def2-TZVPD basis set.

```
37
Properties=species:S:1:pos:R:3:forces:R:3
Na -0.296629 1.622229 -0.298963 -0.176 -0.189 -0.026
Br -0.758296 -2.383786 5.667434 0.001 -0.008 0.019
C -1.171562 -1.585655 3.994122 0.013 0.004 -0.018
C -2.463757 -1.553086 3.518904 0.012 0.012 -0.026
Br -3.880108 -2.308505 4.538192 -0.026 -0.015 0.022
C -2.735310 -0.959184 2.274080 0.042 -0.023 -0.042
Br -4.499050 -0.913883 1.563220 -0.024 -0.001 -0.006
C -1.746165 -0.374346 1.452912 -0.052 -0.016 0.035
O -1.977874 0.151827 0.323732 0.080 0.096 0.005
C -0.371173 -0.400105 1.976756 0.127 0.045 -0.024
O 0.575365 0.122049 1.258293 0.062 0.113 -0.056
C -0.148108 -1.010669 3.207493 0.014 -0.041 -0.011
Br 1.669862 -1.052951 3.782685 0.000 0.001 0.005
N 1.119037 -1.865150 -0.542027 0.023 -0.089 -0.028
C 0.586059 -1.661466 -1.774280 -0.064 0.009 0.005
C 0.256873 -2.730843 -2.635713 0.024 0.007 0.017
C -0.214116 -2.449935 -3.894419 -0.015 0.022 -0.041
C -0.361268 -1.122869 -4.299774 -0.001 -0.028 0.053
C -0.026842 -0.144118 -3.382080 -0.018 -0.001 -0.033
N 0.432238 -0.388278 -2.157901 0.046 0.156 -0.045
H 0.975876 -2.780557 -0.149165 0.018 0.003 0.030
H 1.007433 -1.081060 0.134467 -0.117 -0.008 0.073
H 0.375042 -3.750973 -2.291920 0.000 0.000 -0.003
H -0.474456 -3.260712 -4.565887 -0.003 -0.001 0.003
H -0.736720 -0.859185 -5.278474 -0.001 -0.006 -0.002
H -0.137257 0.906148 -3.636430 0.016 -0.002 0.007
C -0.149773 4.376698 1.237214 -0.022 0.083 0.024
C -0.300589 4.198647 -0.303628 -0.055 -0.156 0.024
O -0.440629 5.254557 -0.923247 0.032 0.044 -0.055
H -0.282586 5.424877 1.547997 0.010 -0.001 0.001
H 0.842238 4.018658 1.537511 0.007 0.002 -0.009
H -0.878513 3.733750 1.743816 0.000 0.028 0.031
Cl 4.909785 0.825980 -0.427593 -0.007 0.013 -0.003
C 3.137761 0.867301 -0.669596 0.014 0.013 0.005
Cl 2.639718 2.256500 -1.647165 0.108 -0.099 0.126
H 2.664503 0.917726 0.307509 -0.033 0.021 -0.042
H 2.858987 -0.039630 -1.188073 -0.036 0.011 -0.013
```
Forces are in eV/Å.

Values from the calculation:
- E_tot: -333452.28723 eV
- Kohn-Sham gap: 4.213 eV
- Net charge: -2
- Energy above the lowest of the compared OMol25 structures with the same formula, charge and spin: 10.1 kcal per mole
- 2S+1: 1

=====

Record 4
Computed, not measured: a molecular structure, C14H11BrN2O2S4Tl, with ωB97M-V with the def2-TZVPD basis set.

```
35
Properties=species:S:1:pos:R:3:forces:R:3
Tl 0.099251 -3.819272 -1.545094 0.133 1.394 -0.152
S 1.639264 -5.688757 0.119837 -0.040 -0.981 -0.722
S 1.024923 -7.101122 -1.092257 0.318 0.242 1.008
S -1.105807 -7.376493 -0.588080 0.396 0.849 -0.229
S -1.566380 -5.588479 -0.014244 -0.805 -0.796 0.588
C 0.167213 -3.611333 3.032895 -1.574 -2.153 -0.581
O 0.062173 -2.869062 1.841274 0.125 0.504 -0.453
C 0.058069 -1.513898 2.000311 -0.766 1.975 -0.256
C -0.014478 -0.856064 3.228527 0.517 -0.791 -1.988
C 0.082112 0.538097 3.317447 -0.160 0.323 -1.364
Br 0.256197 1.094841 5.070546 0.058 1.003 0.923
C 0.071971 1.378262 2.202115 -0.232 -1.341 2.665
C -0.054742 0.774062 0.957337 0.176 -1.724 -1.019
C -0.017988 -0.693381 0.761009 0.130 0.187 1.398
O -0.039398 -1.253775 -0.384077 -0.163 -0.185 -0.344
C -0.053209 1.606529 -0.200782 1.496 -0.229 0.140
N -0.082600 1.182454 -1.455317 -0.527 1.405 -0.680
C -0.065023 2.255043 -2.360347 0.213 1.540 1.416
C -0.224129 2.363363 -3.732187 0.107 -0.109 0.065
C -0.232512 3.637172 -4.299453 0.031 0.537 0.299
C -0.086737 4.793546 -3.485023 -0.375 -0.950 -0.308
C 0.054783 4.681429 -2.092711 -0.140 0.832 -0.528
C 0.096990 3.432926 -1.529549 -0.039 -2.529 -0.599
N 0.224099 2.914276 -0.210950 -0.877 1.391 -0.367
H -0.814499 -3.677550 3.570420 0.731 0.092 -0.457
H 0.889725 -3.235245 3.677340 1.363 0.916 1.182
H 0.506565 -4.642259 2.761971 -0.516 0.792 0.060
H -0.053462 -1.405861 4.139170 -0.020 -0.315 0.439
H 0.102366 2.436597 2.421754 0.030 0.085 -0.384
H -0.320076 0.241030 -1.574167 -0.168 -1.923 -0.610
H -0.338750 1.489547 -4.363442 -0.060 0.027 0.116
H -0.409115 3.694734 -5.387939 0.241 0.249 0.780
H -0.165026 5.789049 -3.927176 0.096 -0.391 0.129
H 0.027188 5.593150 -1.510463 0.290 -0.092 0.161
H 0.281055 3.436460 0.651316 0.010 0.166 -0.329
```
Forces are in eV/Å.

Values from the calculation:
- E_tot: -139842.26053 eV
- Kohn-Sham gap (spin up / spin down): 3.975 / 3.665 eV
- Net charge: +1
- 2S+1: 1